[1]
Computed, not measured: a 2-piece molecular cluster, CF3IS overall, with ωB97M-V with the def2-TZVPD basis set.

```
6
Properties=species:S:1:pos:R:3:forces:R:3
C 0.94701 -0.70883 1.20839 0.7 0.9 -0.6
F -0.00537 0.09995 1.66862 0.9 -0.4 0.1
F 2.21366 -0.30685 1.50304 -1.8 -0.5 0.1
F 0.72083 -1.95493 1.52909 0.2 0.0 0.4
S -2.07244 1.45675 -1.81964 0.0 0.0 0.2
I -1.80369 1.41390 -4.08950 0.0 0.0 -0.2
```
Forces are in eV/Å.

Properties
energy above the lowest of the compared OMol25 structures with the same formula, charge and spin	56.14	kcal/mol
E_tot	-1033.47891	a.u.

[2]
Computed, not measured: C6H6CsO2 as an isolated structure, with ωB97M-V with the def2-TZVPD basis set.

```
15
Properties=species:S:1:pos:R:3:forces:R:3
O 0.55508 1.61799 0.23555 0.4 0.6 -0.3
C 1.35178 2.25609 -0.43754 -0.5 -1.3 0.2
C 2.73973 2.54179 -0.02143 0.3 0.9 -0.1
C 3.57962 3.05114 -0.94411 -0.5 0.5 0.7
Cs -2.44141 -1.77618 -0.23420 0.2 0.1 0.1
H 1.07477 2.49375 -1.48247 0.2 0.4 0.1
H 4.60997 3.30209 -0.68853 -0.2 -0.2 -0.1
H 3.20132 3.42772 -1.89521 0.1 -0.5 0.0
C 1.97445 -2.50154 1.77748 -0.7 -0.1 -0.3
O 0.91700 -2.59545 1.37731 0.7 0.1 0.2
C 2.85503 3.17895 2.41550 -0.2 -0.4 -0.5
C 3.14997 2.35252 1.40500 0.7 0.3 0.2
H 3.24590 2.98875 3.41511 0.0 0.1 -0.3
H 2.19933 4.04505 2.30121 0.1 -0.3 0.0
H 3.91779 1.59000 1.56841 -0.4 0.0 0.1
```
Forces are in eV/Å.

Properties
net charge	+1
energy above the lowest of the compared OMol25 structures with the same formula, charge and spin	0.00	kcal/mol
E_tot	-402.57826	a.u.

[3]
Computed, not measured: one molecule with the formula C3H5N3, with ωB97M-V with the def2-TZVPD basis set.

```
11
Properties=species:S:1:pos:R:3:forces:R:3
C -1.67469 -0.32221 -0.04007 0.0 0.0 0.0
C -0.20794 -0.04796 0.05429 0.0 -0.1 0.0
N 0.64356 -0.99951 0.43401 0.0 0.2 -0.2
N 1.82481 -0.42891 0.29949 0.3 -0.1 0.0
N 1.83786 0.81529 -0.12787 -0.2 -0.1 0.1
C 0.54714 1.09045 -0.28578 0.0 0.0 0.0
H -2.02964 -0.84352 0.85287 0.0 0.1 -0.1
H -2.25248 0.59690 -0.16451 0.1 -0.1 0.0
H -1.87443 -0.96573 -0.90308 0.0 0.1 0.1
H 2.67816 -0.92424 0.50325 -0.1 0.1 0.0
H 0.23687 2.07428 -0.60925 0.0 -0.2 0.0
```
Forces are in eV/Å.

Properties
energy above the lowest of the compared OMol25 structures with the same formula, charge and spin	17.94	kcal/mol
SMILES string	Cc1cn[nH]n1
E_tot	-281.56147	a.u.

[4]
Computed, not measured: a 5-piece molecular cluster, C19H39BrN6O7S overall, with ωB97M-V with the def2-TZVPD basis set.

```
73
Properties=species:S:1:pos:R:3:forces:R:3
O -0.10298 -1.43821 -1.88388 0.1 0.1 -0.3
C 0.32528 -0.65757 -2.68031 0.7 -0.9 0.8
Br 1.61886 0.63804 -2.04444 -0.1 0.1 -0.1
C -0.06596 -0.58436 -4.11873 0.2 1.2 -0.3
C -1.54105 -0.15099 -4.20711 -0.2 -0.3 0.0
N -2.46831 -1.26476 -4.32698 0.7 -0.3 0.2
C -2.85957 -1.83882 -3.05405 -1.2 0.0 -0.1
C -3.53160 -0.77138 -2.18292 -0.2 -1.0 -0.5
N -2.51431 0.25934 -1.86456 -0.6 0.2 -0.3
S -3.09458 1.50833 -0.74899 -0.1 0.2 0.7
C -1.89060 0.87659 -3.08886 -0.1 0.4 -0.7
C -2.80562 1.94540 -3.72453 -0.7 1.1 -0.5
O -2.22768 2.94818 -4.16547 0.5 -0.5 0.1
O -4.03315 1.69289 -3.77340 -0.1 -0.6 0.4
H 0.51239 0.21024 -4.58307 0.1 0.1 0.1
H 0.16638 -1.47526 -4.69222 -0.2 -0.4 0.3
H -1.62928 0.39678 -5.13923 0.0 0.2 -0.1
H -3.28032 -0.97521 -4.85059 -0.2 0.1 0.1
H -3.62974 -2.58084 -3.26241 0.0 -0.1 0.0
H -2.05718 -2.36671 -2.54772 0.2 0.2 -0.1
H -3.98798 -1.17591 -1.28501 0.4 0.0 0.4
H -4.34447 -0.36052 -2.77043 0.2 0.6 0.0
H -1.75831 -0.21180 -1.34611 -0.1 0.3 0.5
H -4.16152 1.93273 -1.46504 0.3 -0.4 -0.4
H -1.01210 1.41888 -2.75407 0.1 -0.1 0.2
C 1.02988 0.17326 1.76273 -0.2 0.2 -0.3
C -0.42797 0.21000 1.39565 0.0 0.0 0.4
O -0.81478 0.38483 0.24117 0.0 -0.1 -0.1
N -1.32568 0.04106 2.39355 0.4 0.0 -0.3
C -1.07296 -0.17847 3.81283 -0.3 0.1 -0.3
H 1.62314 0.32173 0.86715 -0.1 0.0 -0.1
H 1.26141 0.96968 2.47121 0.0 -0.1 0.1
H 1.29000 -0.78808 2.19299 0.1 0.1 0.1
H -2.28265 0.07718 2.08124 -0.1 0.0 0.0
H -1.52091 -1.13034 4.10487 0.1 0.0 0.2
H -1.54452 0.61822 4.38347 0.2 -0.2 0.1
H -0.00977 -0.20133 4.02801 0.0 0.0 -0.1
C 3.80764 2.41504 -5.16649 0.0 0.0 0.0
C 4.17307 0.95506 -5.04535 0.0 -0.1 0.1
O 3.60687 0.21335 -4.25893 0.2 -0.1 -0.3
N 5.16483 0.48418 -5.84891 -0.1 0.2 0.0
C 5.94429 1.20904 -6.83556 0.0 -0.5 0.1
H 3.00711 2.63391 -4.46609 0.0 -0.1 0.0
H 4.66464 3.04496 -4.92485 0.0 0.1 -0.1
H 3.45873 2.63979 -6.17509 0.1 0.1 0.0
H 5.35618 -0.49569 -5.71574 0.0 0.0 0.0
H 5.80479 0.75033 -7.81600 0.0 0.1 -0.1
H 7.00248 1.15312 -6.57400 0.0 0.1 -0.1
H 5.64677 2.25034 -6.88636 0.0 0.0 0.0
C 3.81064 -3.43265 4.57943 0.0 0.0 0.0
C 3.61480 -2.86047 3.19628 0.0 0.1 -0.1
O 2.96244 -1.84656 3.00034 0.1 -0.1 0.2
N 4.19262 -3.51317 2.15612 0.0 -0.1 0.2
C 4.99716 -4.72051 2.18550 -0.1 0.3 -0.4
H 3.29163 -2.80208 5.29432 0.0 0.1 -0.1
H 3.39725 -4.44014 4.63832 0.1 0.0 0.0
H 4.86995 -3.45393 4.83775 0.0 -0.1 0.0
H 4.02060 -3.07595 1.26416 0.0 0.0 0.0
H 5.98378 -4.50803 1.77054 0.1 -0.1 0.1
H 4.52094 -5.48753 1.57259 0.1 -0.1 0.1
H 5.11124 -5.09529 3.19652 0.0 0.0 0.0
C -3.77941 2.14429 7.87695 0.0 0.0 0.0
C -3.62088 1.84624 6.40625 0.1 0.0 -0.1
O -2.69046 1.17863 5.97796 -0.2 0.1 0.2
N -4.55429 2.34821 5.55854 0.0 0.0 0.3
C -5.71858 3.15525 5.87640 0.1 -0.1 -0.4
H -2.96168 1.67826 8.41730 0.0 0.0 -0.1
H -3.74669 3.21973 8.05438 -0.1 0.0 0.1
H -4.72031 1.73822 8.24986 0.0 0.1 0.0
H -4.38776 2.11250 4.59334 0.0 0.0 0.0
H -6.61943 2.63746 5.54350 -0.1 0.1 0.1
H -5.65199 4.10881 5.35050 -0.1 0.1 0.1
H -5.79072 3.34250 6.94177 0.0 0.0 0.0
```
Forces are in eV/Å.

Properties
SMILES string	O=C(Br)C[C@H]1NCC[N@H+](S)[C@@H]1C(=O)[O-].CNC(C)=O.CNC(C)=O.CNC(C)=O.CNC(C)=O
E_tot	-4574.80219	a.u.

[5]
Computed, not measured: C56H52BrN5O4Si2TeTi as an isolated structure, with ωB97M-V with the def2-TZVPD basis set.

```
122
Properties=species:S:1:pos:R:3:forces:R:3
Ti -0.21147 0.00575 0.52859 -0.4 -0.1 -0.9
O 0.75169 3.09289 -2.17926 0.0 0.0 0.1
C 0.87944 2.25511 -1.30823 0.1 0.2 -0.3
N -0.13602 1.74983 -0.54886 -0.4 0.2 0.3
C -1.24683 2.54690 -0.37573 0.0 0.4 -0.4
O -1.23795 3.64204 0.14660 -0.1 0.0 -0.1
C -2.50467 1.94622 -0.91230 -0.3 0.0 -0.3
C -3.50841 2.79623 -1.36154 0.1 0.0 0.1
C -4.64810 2.24145 -1.91448 0.0 -0.1 0.0
C -4.73636 0.85866 -1.98068 -0.1 0.2 0.0
C -3.67797 0.09508 -1.51613 0.0 -0.3 0.1
N -2.56503 0.61588 -1.00267 0.1 0.4 0.1
C 2.22777 1.72695 -0.93308 0.2 0.1 0.1
C 3.36428 2.24809 -1.53233 0.0 0.0 0.0
C 4.59247 1.98108 -0.95248 0.0 -0.1 0.1
C 4.62525 1.20538 0.19534 0.0 0.1 0.0
C 3.43950 0.67213 0.67454 0.0 -0.2 0.2
N 2.25724 0.91254 0.12145 -0.4 0.2 -0.4
H -3.35898 3.86349 -1.27491 0.0 0.0 0.0
H -5.44700 2.87290 -2.28015 0.0 0.0 0.0
H -5.61381 0.37260 -2.38350 0.0 0.0 0.0
H -3.71652 -0.98562 -1.55728 -0.1 0.0 0.0
H 3.26111 2.87745 -2.40437 -0.1 0.0 0.0
H 5.50658 2.38247 -1.36951 0.0 0.0 0.0
H 5.55209 1.01288 0.71860 0.0 -0.1 0.0
H 3.44020 0.04056 1.54945 0.0 -0.1 0.0
C 1.11217 -2.54679 -2.46864 0.1 0.3 0.4
Si -0.13953 -1.26955 -1.76307 -0.2 -1.2 -0.7
C -0.45301 -0.21443 -3.34378 0.0 0.1 0.5
C -1.69742 -2.39746 -1.54982 0.2 0.3 0.1
C -2.48750 -2.77634 -2.63548 0.1 0.0 -0.1
C -3.64075 -3.53229 -2.46526 0.0 0.0 0.0
C -4.01165 -3.94619 -1.19291 0.0 0.0 0.1
C -3.20700 -3.62118 -0.10785 0.0 -0.1 -0.1
C -2.05786 -2.84683 -0.26817 -0.1 0.1 0.5
Si -0.80286 -2.48698 1.14117 -0.4 -1.0 -0.8
C 0.29017 -4.04971 0.83614 0.3 0.4 0.0
C -1.47330 -2.91439 2.89618 0.0 0.5 -0.3
H 0.56541 -3.31730 -3.01737 -0.1 0.1 0.0
H 1.69615 -3.05057 -1.70058 0.0 0.0 -0.1
H 1.80520 -2.07172 -3.16225 0.1 0.0 0.0
H -0.30030 -0.80528 -4.24893 0.0 -0.1 0.1
H 0.23236 0.63533 -3.38871 0.0 0.0 -0.1
H -1.46678 0.18925 -3.36701 0.0 0.0 0.0
H -2.21222 -2.45664 -3.63640 0.0 0.0 0.0
H -4.24808 -3.80339 -3.32102 0.0 0.0 0.0
H -4.91174 -4.53259 -1.04926 0.0 0.0 0.0
H -3.47279 -3.98409 0.87908 -0.1 0.0 0.0
H -0.37340 -4.88178 0.58903 -0.1 0.1 0.1
H 0.87489 -4.33624 1.71191 0.0 0.0 0.0
H 0.97396 -3.91948 -0.00252 0.0 -0.1 0.0
H -2.56326 -2.91130 2.94018 -0.1 0.0 0.0
H -1.10290 -2.19045 3.62765 0.0 0.0 0.0
H -1.13233 -3.90034 3.21446 0.0 0.0 -0.1
C 0.98360 4.67160 5.35215 0.0 0.0 -0.1
C 0.88317 3.42409 4.51537 -0.1 0.1 0.1
C 1.86270 2.44362 4.54893 0.0 -0.2 -0.1
C 1.78683 1.28774 3.77896 -0.3 -0.1 -0.3
C 2.83284 0.24187 3.91411 0.0 -0.1 0.1
O 2.57459 -0.94317 3.84375 0.0 0.1 0.1
C 4.23508 0.68105 4.19700 0.2 0.0 0.0
C 4.76882 1.86310 3.68549 -0.1 0.0 0.1
C 6.07543 2.21796 3.98073 0.1 0.0 0.0
C 6.85392 1.40525 4.79341 0.0 0.0 0.0
C 6.33553 0.21404 5.28352 0.0 0.0 0.0
C 5.03928 -0.15527 4.96798 -0.1 0.0 0.0
C 0.66656 1.06506 2.93159 0.1 0.6 0.7
O 0.61896 0.03206 2.12980 1.1 -0.3 1.6
C -0.40349 2.00145 3.00881 0.3 -0.2 -0.2
C -0.23670 3.17857 3.74427 0.1 0.0 0.0
C -1.73569 1.63475 2.53266 -0.2 -0.3 0.1
N -1.94090 0.59265 1.78503 0.0 0.5 0.0
C -3.31613 0.06138 1.67760 -0.3 -0.2 0.2
C -3.91249 -0.36660 3.02437 0.1 0.0 -0.2
Te -5.43109 -1.87955 2.76403 0.1 -0.1 0.4
C -5.05971 -2.67337 4.70990 -0.1 0.2 -0.3
C -4.57112 -3.96312 4.87502 0.0 0.0 -0.1
C -4.23104 -4.42018 6.14042 0.0 0.0 0.1
C -4.38046 -3.59479 7.24513 0.0 0.0 0.0
C -4.89234 -2.31485 7.08590 0.0 0.0 0.0
C -5.23581 -1.85762 5.82195 0.0 0.1 0.0
C -2.86019 2.44070 3.10592 -0.1 0.0 0.1
C -3.61520 3.27068 2.28684 0.1 -0.1 0.0
C -4.63469 4.04171 2.82741 0.0 0.0 0.0
C -4.90845 3.98430 4.18481 0.0 0.0 -0.1
C -4.14923 3.16294 5.00754 0.0 0.0 0.1
C -3.12348 2.40189 4.47478 0.1 0.0 0.0
H 1.88565 4.65653 5.96194 0.0 0.0 0.0
H 0.12328 4.75542 6.01808 0.0 0.0 0.0
H 1.00198 5.56658 4.72864 0.0 0.0 0.0
H 2.71120 2.56911 5.20960 0.0 0.0 0.0
H 4.16865 2.50145 3.04979 0.0 0.0 0.0
H 6.49150 3.13249 3.57776 0.0 0.0 0.0
H 7.86497 1.70012 5.04298 0.0 0.0 0.0
H 6.94207 -0.42871 5.90796 0.0 0.0 0.0
H 4.61776 -1.08553 5.32572 0.0 0.0 0.0
H -1.02730 3.91633 3.72289 0.0 0.0 0.0
H -3.26756 -0.79983 1.01301 0.1 0.1 0.0
H -3.98536 0.80134 1.23059 0.1 0.0 -0.1
H -4.37370 0.47524 3.52619 -0.1 -0.1 0.1
H -3.14635 -0.78718 3.67438 -0.1 -0.2 0.0
H -4.44797 -4.61093 4.01619 0.1 0.0 0.0
H -3.83740 -5.42140 6.26054 0.0 0.0 0.0
H -4.10159 -3.95017 8.22864 0.0 0.0 0.0
H -5.02740 -1.67041 7.94534 0.0 0.0 0.0
H -5.64252 -0.86094 5.70017 0.0 0.0 0.0
H -3.37894 3.34239 1.23622 0.0 0.0 0.0
H -5.21375 4.69113 2.18391 0.0 0.0 0.0
H -5.70848 4.58397 4.59878 0.0 0.0 0.0
H -4.35557 3.12389 6.06928 0.0 0.0 0.0
H -2.52440 1.76435 5.11420 0.0 0.0 0.0
Br 4.59422 -1.53912 -2.24838 0.1 0.0 -0.1
C 4.24199 -2.54564 -0.67568 -0.1 0.0 0.1
C 5.00783 -3.66679 -0.40132 0.0 -0.1 0.0
C 4.79220 -4.28841 0.81937 0.0 0.1 0.0
C 3.83131 -3.78152 1.67863 -0.1 0.0 0.1
C 3.08400 -2.68859 1.26992 0.2 0.0 -0.1
N 3.29103 -2.07784 0.10383 0.2 -0.1 -0.1
H 5.73774 -4.03487 -1.10670 0.0 0.1 0.0
H 5.38556 -5.14812 1.10211 0.0 0.0 0.0
H 3.65408 -4.23244 2.64514 0.0 0.0 0.0
H 2.31320 -2.25433 1.89246 0.0 -0.1 0.1
```
Forces are in eV/Å.

Properties
energy above the lowest of the compared OMol25 structures with the same formula, charge and spin	55.99	kcal/mol
E_tot	-7010.48409	a.u.

[6]
Computed, not measured: C19H26AuFNO2Te as an isolated structure, with ωB97M-V with the def2-TZVPD basis set.

```
51
Properties=species:S:1:pos:R:3:forces:R:3
Au 0.62291 0.23281 -0.05492 2.0 0.3 1.0
F -1.17927 5.15735 3.24311 -0.1 0.0 0.0
C -0.75344 4.07920 2.56872 0.0 0.0 0.0
C 0.00195 4.26148 1.42854 0.2 0.0 -0.1
C 0.45961 3.14126 0.73864 0.0 0.0 0.1
C 0.16056 1.85574 1.18602 -1.5 -0.7 -0.1
C -0.61886 1.71131 2.34383 0.1 0.3 -0.1
C -1.07651 2.82396 3.04370 0.1 -0.2 0.1
H 0.22688 5.26452 1.08719 0.0 0.0 0.1
H 1.07223 3.29359 -0.14721 -0.1 0.0 0.0
H -0.87341 0.72527 2.71865 -0.1 0.0 -0.1
H -1.68107 2.72097 3.93721 0.1 0.0 0.0
C -2.75133 -3.22171 -2.79615 -0.1 -0.1 0.0
N -1.61675 -3.13810 -1.82625 -0.2 0.3 -0.2
C -0.33875 -2.90889 -2.55410 0.2 0.0 -0.1
C -1.86065 -2.12316 -0.70321 0.0 0.2 0.1
C -2.10038 -0.70930 -1.16243 0.2 -0.2 0.0
C -3.36100 -0.38759 -1.68076 0.0 0.1 0.0
C -3.63310 0.86792 -2.19023 -0.1 0.0 0.0
C -2.65789 1.85487 -2.13859 0.0 -0.1 0.0
C -1.43882 1.58824 -1.53554 -0.2 0.0 -0.3
C -1.15519 0.31440 -1.06322 0.4 0.4 0.3
H -2.58789 -4.06899 -3.45668 0.1 0.0 0.0
H -2.78595 -2.30578 -3.37538 0.1 0.0 0.0
H -3.68664 -3.35264 -2.25912 0.0 0.0 0.1
H -1.55422 -4.04325 -1.36738 0.0 -0.1 0.1
H -0.31617 -1.89032 -2.92306 0.0 0.1 0.0
H -0.26673 -3.60370 -3.38821 -0.1 0.0 0.0
H 0.49598 -3.06681 -1.88157 0.1 0.0 0.1
H -0.99632 -2.16657 -0.04426 0.1 -0.1 0.0
H -2.73338 -2.50025 -0.17074 0.0 0.0 0.0
H -4.15207 -1.12960 -1.65156 0.1 0.0 -0.1
H -4.60883 1.08029 -2.61177 0.1 0.0 0.1
H -2.85794 2.84338 -2.53413 0.0 0.0 0.0
H -0.71870 2.38603 -1.42396 0.0 -0.1 -0.1
C 3.05420 -2.16805 0.00938 -0.1 0.1 -0.2
O 2.65080 -1.84157 -1.31492 0.2 0.0 -0.1
C 1.79721 -0.80059 -1.54048 -1.4 -0.6 0.2
O 1.59509 -0.49490 -2.68563 0.4 0.1 -0.1
H 3.47723 -3.16618 -0.04202 0.0 -0.1 0.0
H 2.20867 -2.15800 0.69848 -0.1 0.0 0.0
H 3.81201 -1.46956 0.35742 0.0 0.0 0.0
C 4.38358 -0.60912 2.85332 0.0 -0.1 0.0
Te 2.34489 0.01235 2.95467 -0.1 0.3 -0.8
C 2.88647 2.05713 3.18752 -0.1 0.1 0.1
H 4.82694 -0.55343 3.84588 -0.1 0.0 0.0
H 4.90739 0.06129 2.17432 0.0 -0.1 0.0
H 4.43835 -1.63296 2.48618 0.0 0.1 0.1
H 3.91205 2.16703 2.83773 -0.1 0.0 0.0
H 2.81036 2.34038 4.23504 0.0 -0.1 -0.1
H 2.21591 2.67024 2.58793 0.0 -0.1 0.1
```
Forces are in eV/Å.

Properties
net charge	+1
energy above the lowest of the compared OMol25 structures with the same formula, charge and spin	46.17	kcal/mol
E_tot	-1448.03856	a.u.